Record 1
# C12H14O2Si

A molecular structure, C12H14O2Si (ωB97M-V/def2-TZVPD, OMol25).

Frontier orbital gap (spin up / spin down): 3.5 / 3.4 eV
Lowest unoccupied orbital energy (spin up / spin down): -2.045 / -2.084 eV

The geometry in XYZ format:
```
29
Properties=species:S:1:pos:R:3:forces:R:3:mulliken_charge:R:1
C -0.2163 -4.3066 -1.3126 -0.787 0.386 -1.448 -0.5291
C 1.0261 -3.6353 -1.2413 -1.190 -0.483 0.290 -0.3422
C -1.3260 -3.6568 -1.9380 1.188 2.188 0.797 -0.3762
C 1.1453 -2.3401 -1.6882 0.510 1.781 0.594 -0.5212
C -1.2964 -2.2345 -2.1053 2.438 -2.108 -0.354 -0.7378
C 0.0012 -1.5672 -2.0031 -2.035 0.129 -0.087 1.0413
C 0.1084 -0.1938 -2.3527 0.704 -0.531 -0.095 -1.2092
C 0.1987 1.0022 -1.7719 0.488 0.234 1.146 0.8445
C 0.0110 1.1231 -0.3073 -0.012 -2.112 -0.876 0.7802
C 0.5979 2.2717 -2.4638 -1.364 1.847 -0.784 -1.2019
C 1.2013 1.1078 3.0500 -0.566 0.812 -1.754 -1.0799
C -1.2510 2.9019 2.7544 0.180 -1.921 0.685 -0.9601
O -0.3496 0.2327 0.4578 0.290 1.851 0.571 -0.6463
O 0.3699 2.4028 0.3106 0.225 0.173 -0.353 -0.1557
Si 0.2252 2.2545 1.8999 -0.584 -2.771 0.734 0.4516
H -0.3614 -5.3620 -1.0980 0.483 0.123 0.156 0.3341
H 1.8719 -4.1129 -0.7737 0.194 -0.233 -0.161 0.3670
H -2.2054 -4.1727 -2.3042 -0.026 -0.250 0.497 0.3522
H 2.0975 -1.7402 -1.6386 -0.853 -1.071 -0.072 0.2800
H -2.1044 -1.7415 -2.5978 -0.457 0.370 -0.006 0.4044
H 0.5675 2.0646 -3.5869 0.327 0.488 1.599 0.3175
H 1.5743 2.7668 -2.1190 -1.313 -0.924 -0.559 0.2090
H -0.2701 3.0197 -2.2163 1.689 -0.790 -0.716 0.2518
H 1.7781 1.6659 3.7260 0.806 0.802 1.145 0.4165
H 0.5046 0.4943 3.5827 -0.734 -0.205 0.343 0.3538
H 1.8486 0.4518 2.5164 0.528 -0.421 -0.610 0.3339
H -2.1579 2.2701 2.6017 0.767 0.211 -0.056 0.3449
H -1.0014 2.9111 3.8162 -0.175 0.026 0.071 0.3079
H -1.4687 3.8559 2.4439 -0.721 2.401 -0.698 0.3687
```
Positions in Å, forces in eV/Å.

---

Record 2
# C12H14O3

A single C12H14O3 molecule (ωB97M-V/def2-TZVPD, OMol25).

Frontier orbital gap: 8.0 eV
SMILES: C/C=C/C=C/C(=O)OC(=O)/C=C/C=C/C
Lowest unoccupied orbital energy: -0.565 eV

The geometry in XYZ format:
```
29
Properties=species:S:1:pos:R:3:forces:R:3:mulliken_charge:R:1
O 2.0257 -0.8630 2.8213 -3.437 1.482 -1.859 -0.5800
O 3.0102 1.1532 1.3355 -1.176 -1.024 0.185 -0.5139
O 1.2426 -0.2355 0.8442 -0.205 1.115 -2.732 -0.2701
C 1.0417 -0.5189 2.0972 2.711 -4.082 5.676 0.5678
C 2.3543 0.5034 0.5498 2.417 2.721 -0.752 0.4493
C -0.3568 -0.7501 2.5468 -1.744 1.194 -0.056 -0.3333
C 2.7576 0.6721 -0.8752 -0.569 -1.520 -0.913 -0.4902
C -1.4379 -0.5785 1.7045 1.118 -0.612 0.935 0.1715
C 2.0792 0.1450 -1.9321 0.611 -0.089 2.974 0.2083
C -2.8062 -0.5249 2.2416 -0.904 2.171 4.312 -0.4747
C 2.5476 0.1633 -3.2598 -4.274 -0.213 -3.327 -0.5719
C -3.1376 -0.0394 3.6191 2.778 -3.091 -4.085 0.0663
C 1.5580 0.0007 -4.2589 1.420 0.334 0.566 0.1427
C -4.4824 0.1784 4.1226 -2.773 -0.134 -1.547 -1.0405
C 1.7866 0.2483 -5.7316 0.245 0.572 1.017 -1.2705
H -0.6135 -0.8952 3.6757 1.166 0.202 -2.339 0.2238
H 3.7514 1.1444 -1.0106 -0.900 -0.235 0.267 0.3111
H -1.3276 -0.5267 0.5805 0.030 0.140 1.484 0.2522
H 1.1454 -0.3678 -1.7021 0.029 0.158 -0.227 0.2945
H -3.5891 -0.6735 1.4863 -0.032 0.299 0.676 0.2694
H 3.5413 0.4867 -3.4533 0.616 0.187 -0.474 0.3309
H -2.3690 -0.0893 4.4528 -0.479 0.602 -1.562 0.1477
H 0.4835 -0.3089 -4.1045 1.419 0.345 0.791 0.2646
H -4.7001 1.2570 4.2570 0.196 -0.448 0.128 0.2704
H -5.2634 -0.1890 3.3410 1.189 0.606 1.359 0.2664
H -4.6827 -0.3390 5.0667 0.125 0.136 -0.106 0.3071
H 1.4987 -0.5687 -6.3312 0.142 -1.630 -0.545 0.3425
H 2.8103 0.5335 -5.8928 0.421 0.040 -0.402 0.3266
H 1.1325 0.9824 -6.1904 -0.135 0.772 0.556 0.3318
```
Positions in Å, forces in eV/Å.

---

Record 3
# C12H15B3BrCl24INO6P

A molecular structure, C12H15B3BrCl24INO6P (ωB97M-V/def2-TZVPD, OMol25).

Frontier orbital gap: 9.0 eV
Lowest unoccupied orbital energy: -0.189 eV

The geometry in XYZ format:
```
64
Properties=species:S:1:pos:R:3:forces:R:3:mulliken_charge:R:1
C 0.9460 -3.5616 2.5542 -0.270 0.237 -0.220 -0.9291
C 0.6892 -3.9606 1.1291 1.105 -1.271 -0.682 0.2753
O 1.4525 -4.7062 0.5676 -0.491 0.568 0.145 -0.5039
N -0.4427 -3.4479 0.3573 0.041 1.057 1.259 0.2251
B -0.4410 -2.0145 0.1701 0.029 -0.369 -0.681 0.4113
O -1.1482 -1.4870 -0.8988 0.128 0.194 0.483 -0.4636
B -1.0937 -0.1187 -0.8003 -0.589 0.504 -1.115 0.3781
I -0.3460 1.0211 -2.4353 -0.791 0.228 0.240 0.0688
O -1.4749 0.4844 0.3964 0.258 -0.171 -0.082 -0.3568
B -0.7312 -0.0941 1.3858 1.015 0.049 0.374 0.4114
P -1.0131 0.4446 3.2465 -0.749 0.971 0.335 -0.1333
O -1.3390 -1.0165 3.9230 0.410 -0.433 -0.457 -0.3854
Br 1.0533 0.9327 3.9332 -0.006 -0.321 -0.273 -0.1963
O 0.1796 -1.0735 0.9945 -0.404 -0.585 0.610 0.2847
C -1.7125 -3.9815 0.8094 -0.373 -1.568 -0.866 0.3315
C -2.5226 -3.2397 1.8317 -0.340 -0.155 -0.463 -0.2812
O -2.0886 -5.0533 0.3894 0.521 0.755 0.434 -0.5556
H 1.5181 -2.6397 2.5291 -0.004 0.291 0.053 0.2455
H 0.0500 -3.3870 3.1380 -0.146 0.089 0.057 0.1820
H 1.5725 -4.3133 3.0057 0.075 -0.303 0.112 0.4343
H -2.0487 -0.9268 4.5614 -0.159 0.094 0.237 0.2985
H -2.5253 -2.1624 1.7216 0.416 0.026 0.159 -0.3172
H -2.2242 -3.5384 2.8298 0.297 0.162 0.188 0.2324
H -3.5458 -3.5670 1.7076 -0.266 -0.098 -0.008 0.3982
C -1.5539 5.1518 -3.2936 0.172 0.038 0.099 0.5094
Cl -1.5054 6.8770 -3.6547 -0.015 -0.019 -0.006 -0.1255
Cl -0.2952 4.2909 -4.1848 0.006 0.060 -0.083 -0.1166
Cl -1.4002 4.8691 -1.5602 -0.011 0.005 0.001 -0.0973
H -2.5117 4.7696 -3.6123 -0.023 -0.027 -0.010 -0.2193
C 3.3936 -0.9151 -3.5248 0.036 0.090 0.028 -0.0375
Cl 3.0244 0.4260 -4.6143 -0.006 -0.040 -0.004 -0.1055
Cl 5.1058 -0.9208 -3.1025 -0.025 -0.027 -0.014 -0.1297
Cl 2.3863 -0.8251 -2.0802 0.509 -0.357 0.099 -0.0491
H 3.1676 -1.8407 -4.0364 -0.019 -0.008 -0.020 0.2596
C -5.6991 -0.9377 2.8714 0.037 0.134 0.056 -0.0371
Cl -4.9731 -1.6022 4.3417 -0.005 -0.056 0.003 -0.1354
Cl -6.6172 0.5193 3.2325 0.014 -0.043 -0.011 -0.1180
Cl -4.4557 -0.6151 1.6622 -0.245 0.327 -0.081 0.0061
H -6.3786 -1.6763 2.4685 0.005 -0.040 0.009 0.3270
C 3.8484 4.2687 4.3123 -0.025 -0.029 -0.065 0.5658
Cl 2.8158 3.9665 2.9162 0.076 0.077 -0.018 -0.1000
Cl 3.1794 5.5505 5.3242 0.035 0.007 -0.007 -0.1199
Cl 4.0860 2.7914 5.2509 0.033 0.013 -0.009 -0.1199
H 4.8214 4.5976 3.9506 -0.613 -0.283 0.018 -0.1924
C 8.2059 6.0608 3.2832 0.011 -0.082 -0.136 0.0285
Cl 9.3040 4.6969 3.0942 -0.006 0.023 0.028 -0.1173
Cl 7.8133 6.7755 1.7224 0.000 0.014 0.031 -0.1207
Cl 6.7316 5.5626 4.1287 0.544 0.304 0.095 -0.1414
H 8.6976 6.8114 3.8865 -0.018 0.011 0.036 0.3092
C 0.5424 -0.5743 -8.1938 0.066 0.067 0.049 -0.0189
Cl 1.9879 -1.5319 -7.8561 -0.060 0.002 0.010 -0.1122
Cl -0.3432 -0.2080 -6.7135 0.023 -0.043 0.027 -0.0643
Cl 0.9660 0.9101 -9.0478 -0.009 -0.015 -0.017 -0.1246
H -0.1023 -1.1596 -8.8344 -0.010 -0.011 -0.017 0.3263
C 0.2361 -7.8589 0.7415 0.060 0.028 -0.091 0.2372
Cl 0.2681 -7.0573 2.3141 -0.077 -0.122 0.168 -0.1481
Cl 1.8651 -8.0343 0.0951 -0.028 -0.010 0.013 -0.1273
Cl -0.5598 -9.4305 0.8628 -0.031 0.023 -0.002 -0.1483
H -0.3366 -7.2372 0.0645 -0.012 0.050 0.022 0.1674
C -5.7634 4.9057 -3.8969 0.019 0.094 0.064 0.0562
Cl -4.9371 4.2376 -2.4853 -0.032 -0.026 -0.029 -0.0858
Cl -6.7943 6.2567 -3.4331 -0.005 -0.027 -0.017 -0.1201
Cl -4.5952 5.4037 -5.1247 -0.078 -0.025 -0.052 -0.1164
H -6.3888 4.1325 -4.3210 0.001 -0.026 -0.008 0.3016
```
Positions in Å, forces in eV/Å.

---

Record 4
# C12H15ClN2O2ReS

A molecular structure, C12H15ClN2O2ReS (ωB97M-V/def2-TZVPD, OMol25).

Frontier orbital gap (spin up / spin down): 7.6 / 6.0 eV
Multiplicity: 4
<S²>: 3.770
Lowest unoccupied orbital energy (spin up / spin down): -7.138 / -10.605 eV
Net charge: +2

The geometry in XYZ format:
```
34
Properties=species:S:1:pos:R:3:forces:R:3:lowdin_spin:R:1
Cl -2.2548 -1.1473 -1.3895 -0.102 0.476 0.571 0.6197
C 1.3402 -1.5679 -2.9814 0.059 0.169 0.372 -0.0023
C 2.1103 -0.3586 -2.8399 -0.063 -0.272 -0.193 0.0576
C 1.2751 0.7454 -3.2020 -0.727 0.035 -0.043 0.0652
H 3.1781 -0.3043 -2.5967 -0.581 -0.040 -0.006 0.0015
C -0.0282 0.2281 -3.5909 1.035 -0.741 0.620 0.0806
C 0.0425 -1.2132 -3.4325 -0.319 0.608 -0.297 0.1212
H -0.7977 -1.8822 -3.6302 0.495 0.179 0.060 0.0063
H 1.7180 -2.5878 -2.8507 -0.194 0.518 0.094 0.0001
H 1.5643 1.8020 -3.2654 -0.061 -0.583 0.116 0.0046
C -1.2058 1.0108 -4.0419 -0.155 -0.014 0.247 0.0187
Re 0.3478 -0.2009 -1.2519 2.111 0.476 -0.717 1.1255
C 1.8236 0.5092 -0.1836 3.500 2.061 2.559 0.0549
C 0.2531 -1.5507 0.1817 -1.037 -4.965 4.302 0.0700
O 2.6841 0.9513 0.5004 -3.677 -2.016 -3.108 0.0397
O 0.1259 -2.3214 1.0764 0.911 3.836 -4.387 0.0805
H -1.2244 1.9805 -3.5359 -0.083 -0.030 -0.228 0.0021
H -2.1124 0.4545 -3.7902 0.013 0.208 -0.205 0.0007
H -1.1670 1.1769 -5.1245 0.015 -0.032 0.152 0.0074
S -1.0758 1.2274 -0.0460 -0.843 -0.071 0.464 0.5552
C -0.7936 0.7288 1.6870 -0.508 0.589 -1.610 0.0622
N -1.5876 -0.1552 2.2127 -0.215 -0.636 0.542 0.0070
C -1.4051 -0.6317 3.6054 -0.160 -0.417 0.106 0.0023
C -0.4635 0.2815 4.3394 0.011 0.321 0.739 0.0003
C 0.7548 0.5728 3.5071 -0.156 -0.009 -0.109 0.0036
N 0.2364 1.2514 2.2929 1.211 0.064 0.562 0.0115
H -2.2934 -0.6403 1.6558 0.273 0.449 -0.075 -0.0007
H -1.0224 -1.6588 3.5651 -0.064 0.172 -0.073 0.0004
H -2.3741 -0.6591 4.1068 -0.010 0.038 -0.233 0.0001
H -0.1718 -0.1720 5.2800 -0.052 -0.128 0.150 0.0001
H -0.9581 1.2271 4.5731 -0.005 -0.050 0.085 0.0000
H 1.2365 -0.3644 3.2071 0.112 0.182 -0.052 -0.0001
H 1.4922 1.2039 4.0059 -0.230 0.032 -0.155 0.0003
H 0.7530 2.0642 1.9565 -0.502 -0.410 -0.247 0.0036
```
Positions in Å, forces in eV/Å.